Here is 2 unconnected molecules or ions with the total composition C2H4NO2 at a distorted geometry from the Open Molecules 2025 dataset. Energies are from ωB97M-V with the def2-TZVPD basis set.

Properties
Total charge: -1
HOMO-LUMO gap (alpha / beta): 6.27 / 6.27 eV
Energy relative to the best compared isomer or geometry (same formula, charge and spin): 168.1 kcal per mole

```
9
Properties=species:S:1:pos:R:3:forces:R:3:mulliken_charge:R:1
C -1.0367 -0.5361 -0.1520 -0.70 -4.24 0.32 -0.174
C -0.2869 0.4670 0.5889 3.97 -1.54 -2.08 -0.378
N 1.8376 0.7170 -0.0204 -0.69 -1.30 0.25 -0.201
O 2.4920 -0.3893 0.0626 0.20 0.38 0.56 -0.542
O -1.1542 0.7713 -0.4372 -1.62 3.36 -2.58 -0.399
H -0.5983 -1.3011 -0.8549 0.16 1.23 0.26 0.151
H -1.9958 -0.9917 0.2098 0.61 0.37 0.21 0.190
H -0.6167 0.6537 1.5187 -1.34 1.05 3.53 0.172
H 1.3590 0.6092 -0.9154 -0.59 0.70 -0.48 0.181
```
Positions in Å, forces in eV/Å.



Here is C14H16ClN5OS in the gas phase from the Open Molecules 2025 dataset. Energies are from ωB97M-V with the def2-TZVPD basis set.

Properties
SMILES: Cc1ccc(NC(=S)NNC(=O)c2nn(C)c(C)c2Cl)cc1
HOMO-LUMO gap: 8.32 eV

```
38
Properties=species:S:1:pos:R:3:forces:R:3:mulliken_charge:R:1
C -2.4153 1.0085 1.8485 -0.07 -0.01 -0.04 -1.680
C -2.1607 0.6192 0.4241 -0.01 0.04 -0.04 0.832
C -1.7243 -0.6563 0.0938 -0.04 0.11 -0.05 -0.433
C -1.4746 -1.0078 -1.2195 -0.22 0.08 -0.19 0.140
C -1.6304 -0.0672 -2.2331 -0.19 0.09 0.56 -0.222
C -2.1164 1.1989 -1.9173 0.01 -0.19 -0.09 -0.650
C -2.3773 1.5315 -0.6035 -0.09 -0.15 0.05 -0.693
H -2.7403 2.5215 -0.3677 -0.03 0.12 0.02 0.385
H -2.2711 1.9210 -2.7057 0.04 0.10 -0.09 0.434
N -1.3242 -0.3682 -3.5702 0.02 0.15 -0.04 -0.153
C -0.3965 -1.2452 -4.0420 0.11 0.20 -0.27 0.002
N 0.7795 -1.4097 -3.3882 0.23 -0.26 0.74 -0.364
N 1.1271 -0.8083 -2.1879 -0.01 0.31 -0.40 0.104
C 1.4984 -1.5618 -1.1103 -0.08 -0.12 -0.50 0.017
O 1.6570 -2.7589 -1.1962 -0.04 -0.13 0.07 -0.659
C 1.6704 -0.7813 0.1297 0.07 0.47 0.69 0.393
N 2.0141 -1.4029 1.2507 0.09 -0.88 -0.44 -0.896
N 2.0260 -0.5051 2.2147 -0.22 0.48 -0.56 0.849
C 1.6923 0.7297 1.7747 -0.12 0.18 -0.45 -0.130
C 1.4541 0.5873 0.4190 0.18 -0.08 0.48 1.162
Cl 0.9991 1.8765 -0.6235 0.10 0.11 0.10 -0.235
C 1.6202 1.9194 2.6553 0.03 -0.06 0.02 -1.755
H 1.3250 2.7872 2.0723 -0.01 0.05 0.01 0.339
H 0.8914 1.7652 3.4507 -0.05 0.07 0.06 0.359
H 2.5879 2.1187 3.1147 0.03 0.08 0.05 0.423
C 2.3743 -0.8858 3.5522 0.12 -0.14 0.46 -0.880
H 1.5511 -0.6794 4.2380 0.02 -0.02 -0.02 0.305
H 2.5817 -1.9534 3.5405 -0.02 0.08 0.00 0.310
H 3.2606 -0.3447 3.8874 -0.02 -0.03 -0.01 0.307
H 0.9848 0.1919 -2.1270 0.12 -0.24 -0.08 0.223
H 1.3408 -2.2160 -3.6374 -0.12 0.23 -0.02 0.292
S -0.5986 -1.9643 -5.5144 -0.10 -0.30 -0.43 -0.425
H -2.0045 -0.0866 -4.2638 0.15 -0.22 0.03 0.296
H -1.1633 -2.0137 -1.4577 0.07 -0.11 -0.06 0.574
H -1.5768 -1.3929 0.8700 0.03 -0.08 0.11 0.365
H -3.4869 1.0846 2.0326 -0.05 0.02 0.11 0.410
H -2.0029 0.2696 2.5311 0.02 -0.02 0.10 0.319
H -1.9717 1.9789 2.0653 0.03 0.06 0.09 0.334
```
Positions in Å, forces in eV/Å.



Here is C3H4O3 in the gas phase at a distorted geometry from the Open Molecules 2025 dataset. Energies are from ωB97M-V with the def2-TZVPD basis set.

Properties
SMILES: O=C/C=C\OO
HOMO-LUMO gap: 9.65 eV
Energy relative to the best compared isomer or geometry (same formula, charge and spin): 118.3 kcal per mole

```
10
Properties=species:S:1:pos:R:3:forces:R:3:mulliken_charge:R:1
O -0.5954 -1.2360 -0.8508 -1.72 1.07 0.32 -0.294
C 0.5070 0.8232 -0.0051 0.04 0.37 0.44 -0.355
C 1.1823 -0.3190 0.6336 0.51 -0.02 -0.19 0.084
O 2.3860 -0.4355 0.6749 -0.25 -0.08 0.05 -0.513
C -0.8266 0.9006 -0.1071 0.65 0.08 0.03 -0.048
O -1.5780 -0.1752 -0.4128 0.95 -1.04 0.16 -0.213
H -1.2642 -1.8489 -1.1705 -0.15 -0.40 -0.21 0.328
H 1.1086 1.7045 -0.1704 -0.04 0.24 0.53 0.344
H 0.5181 -0.9877 1.2226 0.24 0.05 -0.24 0.339
H -1.3932 1.8045 0.1267 -0.22 -0.28 -0.90 0.327
```
Positions in Å, forces in eV/Å.



Here is 2 unconnected molecules or ions with the total composition C4H8N2O at a distorted geometry from the Open Molecules 2025 dataset. Energies are from ωB97M-V with the def2-TZVPD basis set.

Properties
SMILES: Cc1c[nH]cn1.O
HOMO-LUMO gap: 9.67 eV
Energy relative to the best compared isomer or geometry (same formula, charge and spin): 20.9 kcal per mole

```
15
Properties=species:S:1:pos:R:3:forces:R:3:mulliken_charge:R:1
C 0.8689 -1.9534 -0.3786 -0.36 0.41 0.21 -1.016
C 0.7868 -0.4647 -0.2451 0.00 -0.26 -0.27 0.506
C 1.7436 0.4545 -0.5753 -0.06 -0.24 1.07 -0.462
N 1.2001 1.6733 -0.2139 0.31 0.19 -0.25 -0.052
C -0.0440 1.4386 0.2302 -0.34 0.06 0.35 -0.212
N -0.3350 0.1648 0.2346 -0.23 -0.10 -0.04 -0.435
H 0.5855 -2.4343 0.5574 0.14 0.00 0.06 0.281
H 1.8721 -2.2498 -0.6634 0.07 -0.16 -0.07 0.292
H 0.1482 -2.2896 -1.1203 0.06 -0.11 -0.19 0.255
H 2.7985 0.2707 -0.6374 0.18 0.27 -0.61 0.308
H 1.6069 2.5865 -0.3032 0.15 -0.05 -0.05 0.173
H -0.6854 2.2213 0.6029 -0.03 0.09 -0.16 0.368
H -3.8583 -0.5031 0.8755 -0.07 -0.01 -0.02 0.311
H -2.8692 0.6287 0.8175 0.05 -0.07 -0.09 0.351
O -3.8188 0.4563 0.8189 0.14 0.00 0.06 -0.667
```
Positions in Å, forces in eV/Å.



Here is 2 unconnected molecules or ions with the total composition C4H8O2 at a distorted geometry from the Open Molecules 2025 dataset. Energies are from ωB97M-V with the def2-TZVPD basis set.

Properties
HOMO-LUMO gap: 9.68 eV
Energy relative to the best compared isomer or geometry (same formula, charge and spin): 111.9 kcal per mole

```
14
Properties=species:S:1:pos:R:3:forces:R:3:mulliken_charge:R:1
C 0.5527 0.8590 1.1744 -1.48 -1.90 1.34 -0.546
C 1.0703 0.6960 -0.2608 -1.26 0.83 2.01 -0.387
C -0.2184 0.0989 0.1262 0.27 -3.12 -0.70 0.881
C -1.5833 -0.0441 -0.5321 0.33 -0.78 1.79 -1.312
O 2.1609 -0.0096 -0.4905 1.39 -2.46 -0.24 -0.568
O 0.3679 -1.9108 0.1071 -1.12 3.34 0.07 -0.767
H 0.8762 0.2453 2.0897 -0.17 0.99 -1.69 0.235
H -0.0374 1.7347 1.4237 0.40 0.35 0.14 0.301
H 1.0094 1.6273 -0.7320 0.05 1.17 -1.28 0.378
H -2.3420 -0.4987 0.1512 1.01 -0.61 -0.50 0.283
H -1.4049 -0.5615 -1.4603 -0.42 -0.40 -0.23 0.378
H -2.1699 0.8130 -0.7438 0.36 1.76 -0.42 0.385
H 1.9185 -0.9456 -0.1929 0.22 0.92 -0.65 0.473
H -0.2002 -2.1038 -0.6599 0.42 -0.08 0.37 0.265
```
Positions in Å, forces in eV/Å.



Here is 2 unconnected molecules or ions with the total composition C3H2BrCl at a distorted geometry from the Open Molecules 2025 dataset. Energies are from ωB97M-V with the def2-TZVPD basis set.

Properties
HOMO-LUMO gap: 9.43 eV
Energy relative to the best compared isomer or geometry (same formula, charge and spin): 57.9 kcal per mole

```
7
Properties=species:S:1:pos:R:3:forces:R:3:mulliken_charge:R:1
C 0.4319 0.0955 -0.7557 -3.26 0.57 3.86 -0.212
C 1.3338 -0.5713 -1.1936 1.11 -0.27 -0.90 0.017
C -0.9159 0.4835 0.7967 3.15 2.09 -1.59 -0.212
Cl -1.9003 -0.8340 1.2181 -0.10 -0.52 -0.18 -0.079
Br 2.7506 -1.2840 -2.0986 -0.56 0.18 0.36 -0.051
H -1.5270 1.3514 0.3448 1.32 -1.54 0.87 0.265
H -0.1730 0.7590 1.6883 -1.67 -0.51 -2.42 0.272
```
Positions in Å, forces in eV/Å.